(1)
{
  "formula": "C14H19N3O6Pt",
  "method": "ωB97M-V with the def2-TZVPD basis set",
  "species": ["Pt", "O", "C", "C", "N", "C", "C", "O", "O", "C", "C", "O", "O", "H", "H", "H", "H", "H", "H", "H", "H", "H", "C", "C", "O", "N", "C", "C", "C", "C", "C", "C", "N", "H", "H", "H", "H", "H", "H", "H", "H", "H", "H"],
  "coordinates": [[0.463, -0.161, -0.497], [-1.162, -1.431, 0.002], [-2.540, -1.110, 0.256], [-2.899, -0.479, 1.593], [-2.616, 0.973, 1.727], [-2.122, 1.450, 2.794], [0.846, 0.792, 2.981], [1.009, 1.820, 3.479], [0.651, -0.245, 2.489], [-2.836, 1.826, 0.554], [-1.635, 1.774, -0.409], [-1.846, 2.047, -1.564], [-0.471, 1.509, 0.131], [-0.868, -2.194, 0.518], [-2.843, -0.488, -0.584], [-3.113, -2.034, 0.175], [-3.983, -0.588, 1.683], [-2.435, -0.983, 2.439], [-1.959, 2.518, 2.883], [-1.979, 0.814, 3.660], [-3.702, 1.485, -0.006], [-2.953, 2.862, 0.866], [2.516, -3.598, -2.229], [2.380, -2.342, -1.433], [1.226, -1.870, -1.265], [3.483, -1.776, -0.962], [3.536, -0.552, -0.167], [3.233, 0.687, -0.968], [4.236, 1.480, -1.485], [3.909, 2.609, -2.224], [2.575, 2.908, -2.434], [1.609, 2.078, -1.899], [1.936, 0.992, -1.181], [1.575, -4.140, -2.215], [3.318, -4.229, -1.850], [2.743, -3.334, -3.264], [4.356, -2.232, -1.181], [4.537, -0.482, 0.250], [2.837, -0.641, 0.667], [5.269, 1.220, -1.297], [4.687, 3.243, -2.627], [2.270, 3.772, -3.006], [0.554, 2.258, -2.049]],
  "lowdin_charge": [1.2364, -0.1712, -0.1378, -0.0460, -0.0744, 0.1912, -0.4304, 0.2467, 0.1460, -0.0002, -0.6202, 0.1206, -0.2122, 0.1308, 0.1346, 0.1533, 0.1609, 0.1437, 0.1463, 0.1405, 0.1524, 0.1573, 0.0477, -0.4417, -0.1239, 0.1217, -0.0863, -0.2276, 0.0194, 0.0032, 0.0028, -0.0587, -0.0699, 0.1027, 0.1028, 0.1146, 0.1683, 0.1426, 0.1097, 0.1326, 0.1324, 0.1307, 0.1089],
  "spin_multiplicity": 1,
  "e_lumo_ha": -0.25600,
  "homo_lumo_gap_ev": 8.6,
  "e_tot_ha": -1279.4155,
  "e_above_lowest_kj_mol": 33.1,
  "charge": 2
}


(2)
{
  "formula": "C5H22NO7",
  "method": "ωB97M-V with the def2-TZVPD basis set",
  "species": ["O", "C", "C", "N", "C", "C", "C", "H", "H", "H", "H", "H", "H", "H", "H", "H", "H", "H", "H", "O", "H", "H", "O", "H", "H", "O", "H", "H", "O", "H", "H", "O", "H", "H", "O"],
  "coordinates": [[1.888, -2.319, -0.954], [2.107, -1.149, -1.067], [1.530, -0.056, -0.166], [0.149, -0.588, 0.502], [0.234, -0.264, 2.025], [1.822, -0.132, 2.382], [2.548, 0.175, 1.020], [3.003, -0.874, -1.531], [1.255, 0.919, -0.755], [-0.673, -0.145, 0.003], [0.141, -1.707, 0.409], [-0.087, 0.729, 2.361], [-0.160, -1.177, 2.611], [2.235, -0.996, 2.787], [2.082, 0.730, 3.060], [3.522, -0.361, 0.915], [3.048, 1.134, 0.866], [-2.878, 1.339, 0.150], [-1.798, 2.152, -0.216], [-1.932, 1.177, -0.054], [-1.961, 3.452, -3.122], [-3.097, 2.351, -2.989], [-2.149, 2.523, -2.924], [-2.760, -2.655, 0.277], [-1.576, -3.611, -0.173], [-1.707, -2.598, 0.034], [1.140, -5.098, -0.318], [0.749, -3.747, -0.850], [0.436, -4.513, -0.432], [-1.321, 4.244, 1.472], [-2.768, 4.214, 0.678], [-1.950, 3.860, 0.791], [-0.602, 1.580, -1.799], [-0.427, 0.558, -2.910], [-0.045, 0.850, -2.084]],
  "lowdin_charge": [0.0773, -0.1694, -0.1563, 0.0751, -0.0622, -0.1123, -0.1254, 0.1232, 0.1524, 0.1018, 0.1724, 0.1122, 0.1485, 0.0744, 0.1262, 0.1235, 0.1093, 0.0829, 0.0350, -0.0899, 0.0673, 0.0624, -0.0431, 0.1386, 0.0823, -0.1657, 0.0218, -0.0403, -0.0149, 0.1100, -0.0053, -0.0219, 0.0095, 0.0651, -0.0645],
  "spin_multiplicity": 1,
  "e_lumo_ha": -0.09633,
  "homo_lumo_gap_ev": 11.0,
  "e_tot_ha": -784.8377,
  "e_above_lowest_kj_mol": 280.1,
  "charge": 1
}


(3)
{
  "formula": "C39H44N4O3PdSi",
  "method": "ωB97M-V with the def2-TZVPD basis set",
  "species": ["Pd", "C", "N", "C", "C", "C", "C", "C", "N", "C", "C", "C", "C", "C", "C", "H", "H", "H", "H", "H", "H", "H", "H", "H", "H", "H", "O", "H", "H", "C", "C", "C", "C", "Si", "O", "C", "C", "C", "C", "C", "C", "C", "C", "C", "C", "C", "C", "H", "H", "H", "H", "H", "H", "H", "H", "H", "H", "H", "H", "H", "H", "H", "H", "H", "H", "H", "C", "N", "N", "C", "O", "C", "C", "C", "C", "C", "C", "C", "C", "C", "H", "H", "H", "H", "H", "H", "H", "H", "H", "H", "H", "H"],
  "coordinates": [[-0.755, -1.318, 0.885], [-2.366, -2.813, -1.267], [-2.242, -2.449, 0.141], [-3.064, -2.920, 1.023], [-2.841, -2.558, 2.366], [-3.545, -2.720, 3.562], [-2.865, -1.972, 4.517], [-1.773, -1.378, 3.870], [-1.749, -1.732, 2.585], [-3.472, -2.078, -1.980], [-4.414, -2.780, -2.724], [-5.421, -2.112, -3.408], [-5.494, -0.728, -3.350], [-4.560, -0.021, -2.603], [-3.556, -0.690, -1.922], [-2.524, -3.893, -1.353], [-1.407, -2.610, -1.740], [-3.877, -3.574, 0.715], [-4.448, -3.295, 3.699], [-3.119, -1.851, 5.558], [-1.033, -0.715, 4.285], [-4.360, -3.863, -2.768], [-6.149, -2.673, -3.980], [-6.279, -0.202, -3.878], [-4.611, 1.059, -2.551], [-2.826, -0.137, -1.342], [1.592, -3.132, 0.663], [1.351, -3.691, 1.408], [1.634, -2.230, 1.051], [4.036, 0.551, 0.668], [3.586, 0.599, 2.135], [4.131, -0.661, 2.818], [4.211, 1.827, 2.805], [1.676, 0.719, 2.231], [1.041, -0.566, 1.505], [1.167, 0.736, 4.056], [0.516, 1.749, 4.761], [0.210, 1.620, 6.111], [0.560, 0.469, 6.799], [1.194, -0.563, 6.121], [1.480, -0.429, 4.771], [1.255, 2.314, 1.290], [1.091, 3.599, 1.810], [0.887, 4.702, 0.987], [0.860, 4.551, -0.390], [1.035, 3.287, -0.936], [1.220, 2.192, -0.105], [5.120, 0.396, 0.624], [3.818, 1.480, 0.141], [3.559, -0.271, 0.125], [5.211, -0.732, 2.641], [3.672, -1.571, 2.422], [3.983, -0.641, 3.897], [5.305, 1.779, 2.735], [3.951, 1.882, 3.866], [3.892, 2.758, 2.329], [0.197, 2.650, 4.256], [-0.309, 2.421, 6.624], [0.326, 0.369, 7.852], [1.445, -1.481, 6.638], [1.919, -1.269, 4.249], [1.149, 3.771, 2.875], [0.761, 5.683, 1.429], [0.710, 5.410, -1.033], [1.021, 3.155, -2.013], [1.348, 1.210, -0.546], [1.901, 0.576, -4.939], [1.390, -0.337, -3.927], [0.374, 0.085, -3.082], [0.458, -0.607, -1.892], [-0.407, -0.445, -1.009], [1.603, -1.447, -1.997], [2.151, -1.221, -3.224], [3.412, -1.758, -3.802], [-0.783, 0.734, -3.585], [-1.277, 0.394, -4.839], [-2.412, 1.027, -5.319], [-3.061, 1.976, -4.543], [-2.572, 2.290, -3.283], [-1.428, 1.678, -2.796], [1.343, 1.507, -4.884], [1.781, 0.160, -5.938], [2.953, 0.793, -4.757], [1.938, -2.140, -1.243], [3.765, -2.586, -3.192], [4.192, -0.993, -3.813], [3.266, -2.109, -4.823], [-0.785, -0.374, -5.422], [-2.798, 0.765, -6.295], [-3.951, 2.466, -4.916], [-3.077, 3.025, -2.670], [-1.037, 1.920, -1.818]],
  "lowdin_charge": [1.0412, -0.1568, -0.1082, -0.0661, -0.3240, -0.0553, -0.0909, -0.1270, -0.0717, -0.2068, -0.0488, -0.0875, -0.0862, -0.0847, -0.0278, 0.1206, 0.1057, 0.1431, 0.0984, 0.0885, 0.0847, 0.1071, 0.1000, 0.1007, 0.0903, 0.0987, -0.1127, 0.0373, -0.0245, -0.0948, -0.5922, -0.0985, -0.0913, 0.4881, -0.4359, -0.2128, -0.0920, -0.0900, -0.0946, -0.0873, -0.1268, -0.1882, -0.0931, -0.0887, -0.0917, -0.1001, -0.1089, 0.0810, 0.0709, 0.0682, 0.0813, 0.0742, 0.0657, 0.0828, 0.0792, 0.0722, 0.0798, 0.0998, 0.0990, 0.1030, 0.0952, 0.0846, 0.0999, 0.0988, 0.0937, 0.0758, 0.0056, -0.0611, 0.0669, -0.4022, -0.1104, 0.0794, -0.2478, -0.0022, -0.1911, -0.0146, -0.0671, -0.0967, -0.0882, -0.0182, 0.0963, 0.0936, 0.0917, 0.0968, 0.0914, 0.0890, 0.0908, 0.1162, 0.1075, 0.1099, 0.1162, 0.1046],
  "spin_multiplicity": 1,
  "e_lumo_ha": 0.01238,
  "homo_lumo_gap_ev": 7.8,
  "e_tot_ha": -2374.7288,
  "e_above_lowest_kj_mol": 0.0,
  "charge": 0
}


(4)
{
  "formula": "C3H9NOP",
  "method": "ωB97M-V with the def2-TZVPD basis set",
  "species": ["C", "C", "C", "N", "O", "P", "H", "H", "H", "H", "H", "H", "H", "H", "H"],
  "coordinates": [[0.285, -1.361, -0.431], [-0.991, -0.418, -0.716], [1.262, 0.732, 0.672], [0.806, -0.702, 0.798], [-1.694, 2.123, -0.302], [-0.430, 1.439, -1.056], [0.084, -2.409, -0.297], [1.044, -1.218, -1.181], [-1.605, -0.916, -1.485], [-1.582, -0.314, 0.223], [1.228, 1.213, 1.639], [2.297, 0.710, 0.190], [0.021, -0.486, 1.424], [1.362, -1.365, 1.240], [-2.087, 2.972, -0.718]],
  "lowdin_charge": [-0.1425, -0.3024, -0.0882, -0.0843, -0.3847, 1.0222, 0.1261, 0.1178, 0.0841, 0.0772, 0.0620, 0.0929, 0.1558, 0.1422, 0.1219],
  "spin_multiplicity": 1,
  "e_lumo_ha": -0.14329,
  "homo_lumo_gap_ev": 9.6,
  "e_tot_ha": -590.7390,
  "e_above_lowest_kj_mol": 103.8,
  "charge": 1
}


(5)
{
  "formula": "C25H29N3O2",
  "method": "ωB97M-V with the def2-TZVPD basis set",
  "species": ["C", "C", "H", "H", "O", "C", "O", "C", "C", "C", "N", "C", "C", "H", "H", "H", "H", "C", "C", "C", "C", "C", "N", "C", "C", "C", "C", "N", "C", "H", "H", "H", "H", "H", "H", "H", "H", "H", "H", "H", "H", "H", "C", "C", "C", "C", "C", "C", "C", "H", "H", "H", "H", "H", "H", "H", "H", "H", "H"],
  "coordinates": [[-2.608, -0.742, 1.468], [-2.596, -1.379, 0.086], [-3.425, -1.010, -0.524], [-2.648, -2.469, 0.164], [-1.405, -1.024, -0.615], [-0.445, -1.944, -0.718], [-0.539, -3.063, -0.282], [0.761, -1.441, -1.505], [0.901, 0.080, -1.456], [1.199, 0.556, -0.038], [2.410, -0.067, 0.462], [2.271, -1.511, 0.500], [2.029, -2.056, -0.904], [1.925, -3.140, -0.852], [2.882, -1.810, -1.539], [3.198, -1.929, 0.899], [1.442, -1.827, 1.156], [2.852, 0.505, 1.730], [1.862, 0.352, 2.844], [1.610, -0.764, 3.603], [0.452, -0.517, 4.369], [0.015, 0.732, 4.039], [0.872, 1.268, 3.117], [0.744, 2.565, 2.613], [-0.478, 3.012, 2.113], [-0.570, 4.304, 1.629], [0.563, 5.104, 1.662], [1.719, 4.696, 2.157], [1.809, 3.468, 2.626], [2.764, 3.192, 3.052], [0.547, 6.118, 1.287], [-1.499, 4.680, 1.231], [-1.331, 2.349, 2.104], [-0.813, 1.301, 4.415], [-0.001, -1.186, 5.074], [2.200, -1.659, 3.617], [3.782, 0.002, 2.006], [3.073, 1.558, 1.538], [1.351, 1.639, -0.045], [0.329, 0.336, 0.604], [-0.010, 0.560, -1.814], [1.732, 0.371, -2.102], [0.570, -1.947, -2.957], [-0.732, -1.494, -3.553], [-1.885, -2.250, -3.380], [-3.097, -1.817, -3.887], [-3.172, -0.622, -4.581], [-2.028, 0.132, -4.773], [-0.817, -0.302, -4.262], [0.074, 0.289, -4.421], [-2.077, 1.061, -5.322], [-4.118, -0.283, -4.977], [-3.985, -2.416, -3.742], [-1.831, -3.187, -2.843], [1.406, -1.583, -3.557], [0.605, -3.039, -2.940], [-3.524, -1.010, 1.988], [-1.758, -1.087, 2.053], [-2.557, 0.341, 1.378]],
  "lowdin_charge": [-0.0503, -0.2008, 0.1253, 0.1209, -0.0085, -0.4708, 0.1237, -0.3506, -0.0964, -0.1644, -0.1410, -0.1742, -0.1006, 0.1243, 0.1292, 0.1278, 0.1204, -0.1204, -0.2152, -0.0490, -0.0790, -0.0873, -0.0161, -0.1970, -0.0026, -0.0512, -0.1507, 0.0703, -0.0849, 0.1221, 0.1035, 0.1034, 0.1055, 0.1193, 0.0943, 0.1061, 0.1286, 0.1065, 0.1281, 0.1229, 0.1182, 0.1322, -0.0702, -0.2239, -0.0417, -0.0801, -0.0943, -0.0812, -0.0457, 0.1137, 0.1013, 0.0990, 0.1031, 0.1209, 0.1299, 0.1329, 0.0793, 0.0726, 0.0627],
  "smiles": "CCOC(=O)C1(Cc2ccccc2)CCN(Cc2cccn2-c2cccnc2)CC1",
  "spin_multiplicity": 1,
  "e_lumo_ha": 0.02524,
  "homo_lumo_gap_ev": 9.0,
  "e_tot_ha": -1284.8161,
  "e_above_lowest_kj_mol": 101.9,
  "charge": 0
}